This record from the Open Molecules 2025 dataset describes the ion C9H9N2O2 with charge +1 at a distorted geometry. The level of theory is ωB97M-V/def2-TZVPD.

The geometry in XYZ format:
```
22
Properties=species:S:1:pos:R:3:forces:R:3
C -2.444803 -1.896127 -0.194323 -0.27 -0.31 -1.50
C -1.906749 -0.527858 0.076459 -2.33 1.30 -0.42
N -0.740748 -0.144583 0.089424 -2.67 -1.18 -0.29
C 0.434013 0.285867 -0.034883 2.10 -0.52 0.53
C 1.128788 0.317460 -1.264625 0.00 1.43 -0.61
C 2.440487 0.722486 -1.237947 0.20 -0.89 -2.09
C 3.191116 0.963934 -0.066757 -0.43 0.56 -1.49
C 2.470814 0.890973 1.096448 -1.00 -1.41 -1.25
C 1.157961 0.465491 1.146314 2.18 1.62 0.76
C -3.122287 0.615623 0.106404 0.05 -3.50 0.27
O -4.276895 0.292168 0.291134 1.52 0.56 -0.11
N -2.718874 1.842172 -0.250650 -2.07 4.39 -0.81
O -1.570706 2.295805 -0.457748 0.88 -0.62 0.04
H -3.348841 -2.088387 0.490246 1.29 0.09 -1.57
H -1.651376 -2.655620 -0.171663 -0.30 0.17 0.69
H -2.626011 -1.881179 -1.387559 -0.48 0.11 2.74
H 0.585177 0.233407 -2.221229 0.40 -0.26 0.69
H 2.852231 0.685601 -2.261460 0.44 0.46 0.85
H 4.243973 1.264643 -0.094209 -0.49 -0.30 -0.03
H 3.002496 0.848210 1.957901 1.34 0.61 2.78
H 0.823742 0.432004 2.154517 -1.21 -0.50 0.33
H -3.476233 2.601858 -0.395709 0.83 -1.80 0.48
```
Positions in Å, forces in eV/Å.

Output
Highest occupied orbital energy (spin up / spin down) in eV: -12.81 / -13.83
Energy above the lowest of the compared OMol25 structures with the same formula, charge and spin in kJ/mol: 567.0
SMILES: C/C(=N/c1ccccc1)C(=O)[NH+]=O
Charge: +1
Frontier orbital gap (spin up / spin down) in hartree: 0.273 / 0.267
Total energy in eV: -16542.1238